{
  "formula": "C50H54Br3FN8O18P",
  "method": "ωB97M-V with the def2-TZVPD basis set",
  "homo_energy_ha": -0.4090,
  "charge": 1,
  "lumo_ha": -0.1807,
  "total_energy_ha": -11892.24989,
  "gap_ev": 6.2110,
  "elements": ["C", "O", "C", "N", "C", "Br", "C", "C", "Br", "C", "N", "C", "O", "C", "O", "C", "C", "O", "C", "C", "C", "C", "C", "C", "C", "C", "C", "Br", "C", "F", "P", "O", "O", "O", "N", "O", "H", "H", "H", "H", "H", "H", "H", "H", "H", "H", "H", "H", "H", "H", "H", "H", "H", "H", "H", "H", "H", "H", "H", "H", "H", "H", "H", "H", "H", "C", "C", "C", "C", "C", "C", "N", "O", "O", "H", "H", "H", "H", "H", "C", "C", "C", "C", "C", "C", "N", "O", "O", "H", "H", "H", "H", "H", "C", "C", "C", "C", "C", "C", "N", "O", "O", "H", "H", "H", "H", "H", "C", "C", "C", "C", "C", "C", "N", "O", "O", "H", "H", "H", "H", "H", "C", "C", "C", "C", "C", "C", "N", "O", "O", "H", "H", "H", "H", "H"],
  "xyz": [[3.849075, 2.371347, 5.578113], [3.654331, 1.064639, 4.984024], [2.400941, 0.469207, 5.415505], [1.250214, 1.342832, 5.016851], [0.550654, 2.112843, 6.106994], [0.823537, 4.049471, 6.422401], [-0.346148, 1.323127, 6.898153], [-1.177911, 1.910411, 8.142391], [-0.657082, -0.621914, 6.528089], [0.801076, 1.487631, 3.757330], [-0.311784, 2.445070, 3.598212], [-1.602744, 1.776242, 3.269724], [-2.666283, 2.445037, 3.996463], [-3.833085, 2.330410, 3.140937], [-5.013275, 2.667859, 3.878803], [-6.063549, 3.074665, 2.946666], [-7.299430, 3.593731, 3.846829], [-7.861583, 2.508163, 4.637105], [0.153940, 3.394003, 2.534279], [-0.872691, 4.620635, 2.359444], [-0.053364, 5.829259, 1.719349], [0.763824, 6.728727, 2.712492], [1.653963, 7.919322, 2.279018], [1.725525, 8.236265, 0.738800], [0.920674, 7.390719, -0.297165], [0.035343, 6.195051, 0.221439], [0.582056, 2.672061, 1.163247], [-0.744707, 2.770087, -0.305822], [1.011399, 1.131013, 1.317256], [-0.089271, 0.246480, 0.980734], [2.375322, 0.715808, 0.023779], [1.951986, -0.595189, -0.697528], [3.875236, 0.381130, 0.762545], [2.481709, 1.897754, -1.205873], [1.461954, 0.726940, 2.686655], [1.157266, -0.632093, 2.769162], [4.954336, 2.671481, 5.678075], [3.300647, 3.210123, 4.998922], [3.422618, 2.370940, 6.649402], [2.463006, 0.434930, 6.570691], [2.347067, -0.602061, 5.025801], [-2.292673, 1.629892, 8.015129], [-1.100956, 3.042986, 8.240742], [-0.861076, 1.409311, 9.136019], [-1.544737, 0.707658, 3.722784], [-1.813787, 1.632288, 2.157414], [-3.943682, 1.226264, 2.796991], [-3.702431, 2.982834, 2.202685], [-6.350494, 2.244984, 2.204297], [-5.671247, 3.992921, 2.380908], [-8.063008, 4.045246, 3.117282], [-6.946938, 4.414151, 4.570016], [-8.847315, 2.590331, 4.602233], [1.126734, 3.867328, 2.954004], [-1.163959, 4.940043, 3.434020], [-1.848944, 4.359192, 1.835957], [0.719007, 6.501309, 3.834114], [2.248661, 8.525516, 3.055639], [2.402735, 9.091596, 0.391944], [0.967823, 7.588216, -1.423644], [-0.543844, 5.602785, -0.556049], [1.521700, 3.235163, 0.788469], [4.232298, -0.385560, 0.236587], [2.563568, 1.409420, -2.064449], [0.760704, -0.810296, 3.652600], [3.383303, -3.444465, 0.480738], [4.165580, -3.428877, 1.631946], [5.186909, -4.360354, 1.792722], [5.418179, -5.300332, 0.790000], [4.633104, -5.324842, -0.361462], [3.612658, -4.391470, -0.511174], [6.508479, -6.266989, 0.942899], [7.163763, -6.227301, 1.974344], [6.702816, -7.054760, 0.029116], [2.589904, -2.712509, 0.354564], [3.981018, -2.687771, 2.403370], [5.789673, -4.338238, 2.694033], [4.803752, -6.056086, -1.144321], [2.996898, -4.398836, -1.404902], [-0.579403, -4.598102, -0.555629], [0.287752, -5.607023, -0.146082], [-0.167708, -6.917198, -0.039905], [-1.495061, -7.206451, -0.351472], [-2.370149, -6.199750, -0.754846], [-1.906535, -4.891977, -0.855423], [-1.973275, -8.588682, -0.265529], [-1.182683, -9.442177, 0.109913], [-3.134312, -8.809917, -0.577830], [-0.218443, -3.576894, -0.642702], [1.320114, -5.371512, 0.087700], [0.518097, -7.693997, 0.280281], [-3.405564, -6.416156, -0.994340], [-2.578891, -4.101152, -1.171471], [3.344885, -4.840984, -6.553399], [3.121538, -3.514120, -6.910693], [3.541109, -2.486955, -6.072302], [4.188572, -2.800015, -4.878064], [4.407951, -4.126884, -4.511701], [3.982844, -5.147897, -5.354626], [4.655392, -1.719129, -4.003277], [4.427401, -0.566411, -4.349744], [5.250319, -2.026915, -2.978226], [3.020871, -5.640151, -7.213246], [2.622692, -3.280846, -7.845112], [3.361228, -1.458092, -6.362755], [4.906592, -4.380161, -3.582165], [4.151641, -6.183851, -5.079729], [1.840821, 3.295249, -7.611030], [1.608182, 3.178557, -8.978221], [1.410062, 1.924743, -9.546663], [1.442703, 0.792936, -8.733866], [1.682589, 0.902609, -7.365433], [1.882414, 2.160273, -6.806360], [1.209747, -0.527348, -9.324314], [1.021370, -0.586258, -10.529420], [1.213246, -1.496883, -8.576010], [1.989588, 4.276325, -7.169925], [1.578316, 4.066554, -9.600863], [1.229767, 1.847447, -10.613220], [1.714245, 0.026658, -6.726858], [2.067108, 2.257035, -5.741656], [-7.680938, -2.252542, -1.553397], [-7.045954, -1.513526, -2.547646], [-6.662697, -0.199516, -2.301552], [-6.916932, 0.363911, -1.051926], [-7.559208, -0.368455, -0.054720], [-7.941263, -1.680924, -0.311079], [-6.492808, 1.738736, -0.779646], [-5.949452, 2.357214, -1.682283], [-6.702885, 2.190977, 0.340764], [-7.973742, -3.280018, -1.747482], [-6.847086, -1.963862, -3.514493], [-6.168835, 0.365343, -3.084558], [-7.765170, 0.064077, 0.918519], [-8.439130, -2.260812, 0.458859]],
  "forces_ev_per_angstrom": [[-0.2, 1.2, 1.0], [-1.5, 0.0, 0.4], [2.6, 0.0, 1.1], [-1.2, 1.1, -1.2], [-2.5, -2.9, 1.8], [-0.2, -2.2, -0.6], [1.2, 2.7, -0.3], [-0.4, -0.9, -0.2], [0.5, 2.1, 0.2], [-0.3, 0.0, 1.1], [1.9, -1.1, -1.7], [-0.6, -1.9, 1.4], [0.3, -0.4, -2.0], [-1.2, -0.8, -0.2], [1.3, 0.1, -1.5], [-0.8, 0.9, 0.9], [0.6, 0.0, -0.6], [-0.9, 0.9, -1.0], [0.3, 1.1, -0.2], [0.8, 0.7, 0.7], [2.0, 3.2, -1.1], [0.5, 0.9, -2.6], [-2.2, -2.5, -3.0], [-1.8, -2.5, 1.0], [-0.1, -0.9, 4.3], [1.7, 1.8, 2.0], [1.2, 0.4, 0.3], [0.6, -0.1, 0.7], [-1.3, 0.1, -0.4], [2.0, 2.1, 0.4], [1.0, -5.2, -4.6], [0.9, 3.4, 2.1], [-2.5, 1.1, -1.2], [0.1, -1.4, 2.6], [-2.2, 2.7, 0.7], [0.6, -1.5, 1.3], [-1.6, -0.9, -0.5], [0.9, -1.4, 0.7], [0.6, 0.0, -1.5], [-0.8, 0.1, -1.8], [0.0, 1.7, 0.2], [1.8, 0.5, 0.0], [0.1, -1.7, -0.3], [-0.2, 0.8, -1.8], [0.0, 1.4, -0.8], [0.4, 0.7, 1.4], [0.3, 1.5, 0.4], [-0.2, -0.6, 1.3], [0.5, 1.3, 1.7], [-0.6, -1.3, 0.5], [1.0, -0.7, 1.1], [-0.3, -1.1, -1.2], [1.4, -0.1, 0.1], [-1.5, -0.7, -0.7], [0.5, -0.6, -1.7], [1.5, 0.2, 0.4], [0.0, 0.3, -1.8], [-1.1, -1.1, -1.5], [-1.2, -1.4, 0.5], [0.0, -0.2, 2.0], [0.9, 0.9, 1.3], [-1.7, -0.8, 0.4], [-0.5, 0.8, 0.4], [-0.1, 0.1, 1.0], [0.2, 0.1, -0.7], [-0.1, 0.1, 0.1], [0.0, -0.2, -0.2], [0.1, 0.0, 0.1], [-0.6, 0.6, -0.1], [0.0, 0.0, -0.1], [0.2, 0.0, 0.2], [0.6, -0.5, 0.1], [-0.4, 0.0, -0.5], [-0.2, 0.4, 0.4], [0.1, 0.0, 0.0], [0.1, -0.1, -0.1], [0.0, -0.2, -0.2], [0.2, 0.0, 0.2], [0.1, 0.0, 0.1], [0.0, 0.0, 0.0], [-0.3, 0.0, 0.0], [0.0, -0.1, 0.0], [0.3, 0.8, -0.1], [-0.1, 0.0, 0.0], [0.2, -0.2, 0.1], [-0.2, -0.8, 0.1], [-0.4, 0.5, -0.2], [0.6, 0.2, 0.2], [0.0, -0.1, 0.0], [-0.2, -0.1, 0.0], [-0.3, 0.0, -0.1], [0.2, -0.2, 0.1], [0.0, -0.1, 0.0], [0.0, 0.0, 0.1], [0.1, -0.1, 0.1], [0.0, 0.1, 0.0], [-0.2, -0.5, -0.5], [0.1, -0.1, 0.1], [-0.1, 0.2, -0.1], [0.2, 0.3, 0.3], [0.0, -0.5, 0.3], [-0.4, 0.2, -0.5], [0.0, 0.1, 0.1], [0.1, 0.0, 0.2], [0.2, -0.1, 0.2], [0.0, 0.2, -0.1], [0.0, 0.1, 0.0], [0.0, 0.0, 0.0], [0.0, -0.2, 0.2], [0.0, 0.0, -0.1], [0.1, 0.8, 0.4], [0.0, -0.1, 0.1], [-0.1, 0.0, -0.3], [-0.1, -0.5, -0.5], [0.1, 0.0, 0.7], [0.0, 0.5, -0.3], [0.0, -0.1, -0.1], [0.0, -0.1, 0.0], [0.0, -0.2, 0.2], [-0.1, 0.0, -0.2], [0.0, -0.1, -0.1], [0.0, 0.0, 0.0], [-0.1, 0.1, 0.2], [0.1, 0.0, -0.1], [-0.2, -0.8, -0.1], [0.0, 0.0, 0.1], [0.1, 0.1, -0.2], [0.2, 0.4, -0.2], [-0.3, -0.3, 0.6], [0.0, -0.2, -1.1], [0.0, 0.1, 0.0], [0.0, 0.1, 0.1], [-0.1, 0.1, 0.2], [0.1, 0.1, -0.2], [0.1, 0.1, -0.1]]
}

=====

{
  "formula": "C2H6N2O2S2",
  "method": "ωB97M-V with the def2-TZVPD basis set",
  "homo_energy_ha": -0.3494,
  "lumo_ha": 0.0191,
  "total_energy_ha": -1136.10842,
  "gap_ev": 10.0275,
  "smiles": "O=S1(=O)NC[C@@H](S)N1",
  "elements": ["O", "S", "O", "N", "C", "C", "S", "N", "H", "H", "H", "H", "H", "H"],
  "xyz": [[-2.308701, 1.581727, 1.925060], [-1.563747, 0.680598, 1.111671], [-2.112689, -0.548153, 0.682668], [0.001276, 0.395816, 1.749787], [0.903674, -0.014030, 0.621877], [0.327456, 0.596775, -0.688684], [-0.086223, -0.733974, -1.895852], [-1.051744, 1.401505, -0.298463], [0.012947, -0.200009, 2.538346], [1.131324, -1.150678, 0.591427], [1.800187, 0.561463, 0.529831], [1.045939, 1.237795, -1.018406], [-0.708286, -1.480041, -0.922589], [-0.931559, 2.460585, -0.262126]],
  "forces_ev_per_angstrom": [[0.2, -0.1, 0.1], [1.8, 1.2, -0.6], [-0.8, -1.4, 0.1], [0.1, 1.0, -2.0], [-0.9, -0.8, 0.1], [-5.2, -2.2, 1.3], [0.1, 0.4, 0.8], [2.6, 0.5, -0.3], [-0.1, -0.7, 0.8], [-0.6, 2.0, -0.1], [1.2, -0.2, 1.7], [1.3, 2.0, -1.6], [0.3, 0.4, -0.7], [0.0, -2.0, 0.3]]
}

=====

{
  "formula": "C5H7NS2",
  "method": "ωB97M-V with the def2-TZVPD basis set",
  "homo_energy_ha": -0.3348,
  "lumo_ha": 0.0174,
  "total_energy_ha": -1045.80893,
  "gap_ev": 9.5852,
  "elements": ["C", "C", "C", "C", "C", "H", "H", "H", "H", "H", "H", "H", "N", "S", "S"],
  "xyz": [[1.883838, 0.172196, 0.853203], [-0.217720, -0.642978, -0.814615], [-0.971149, -1.225167, 0.421270], [-1.178320, 0.552386, -1.003353], [-0.772783, 1.871864, -0.395684], [1.591105, -0.504201, 1.668519], [1.357898, 1.142490, 1.049073], [2.956891, 0.368932, 0.920196], [-0.374930, -1.291165, -1.680679], [-1.043058, -2.299754, 0.347856], [-0.558861, -0.975892, 1.396880], [-1.436059, 0.734807, -2.051882], [-0.359932, 2.844154, 0.036735], [1.580183, -0.409900, -0.793425], [-2.457101, -0.337768, 0.045909]],
  "forces_ev_per_angstrom": [[-0.5, 1.4, 1.2], [0.1, 0.1, 0.6], [1.5, -0.8, -0.3], [-0.3, 1.2, 0.5], [-0.2, -2.1, -0.9], [0.2, -0.1, -0.5], [0.5, -0.8, -0.3], [-0.1, -0.1, 0.0], [-0.1, 0.0, 0.2], [-0.2, -0.3, 0.1], [0.1, 0.2, -0.1], [-0.2, 0.0, 0.3], [0.1, 0.8, 0.4], [-0.5, -0.4, -0.3], [-0.4, 1.0, -0.9]]
}

=====

{
  "formula": "CH5NO2Si",
  "method": "ωB97M-V with the def2-TZVPD basis set",
  "homo_energy_ha": [-0.3590, -0.2870],
  "lumo_ha": [0.0291, -0.0516],
  "total_energy_ha": -535.62802,
  "gap_ev": [10.5596, 6.4052],
  "elements": ["C", "N", "O", "O", "Si", "H", "H", "H", "H", "H"],
  "xyz": [[1.792334, 0.605275, -0.808782], [-1.193065, -1.237621, 1.244221], [-1.692227, -0.624395, 2.228766], [-0.955042, -0.737046, 0.031604], [-0.076955, 0.675094, -0.687134], [2.348527, 0.633386, -1.737291], [2.529859, 0.565999, 0.013073], [-0.401302, 1.697068, 0.333581], [-0.904065, 0.769463, -1.865523], [-1.448064, -2.347223, 1.247485]],
  "forces_ev_per_angstrom": [[0.0, -0.2, 0.0], [-0.5, -3.9, 2.6], [0.4, 0.5, -1.2], [0.5, 1.3, -2.3], [-0.3, -1.2, 2.9], [-0.3, 0.0, -0.3], [-0.9, 0.0, -0.1], [0.1, 0.2, -0.3], [0.2, 0.0, -0.6], [0.9, 3.4, -0.7]]
}